# C27H28BF2N6S2Ti

A molecular structure, C27H28BF2N6S2Ti (the ωB97M-V functional and the def2-TZVPD basis, the OMol25 dataset).

The geometry in XYZ format:
```
67
Properties=species:S:1:pos:R:3:forces:R:3:lowdin_charge:R:1
Ti 0.078432 -0.209445 0.117605 -0.1 0.5 -0.3 0.92
C -2.389971 -1.123498 1.822310 -0.1 0.0 0.0 -0.13
C -3.148302 -0.993142 0.475745 0.0 0.2 0.1 -0.08
C -2.625525 -1.296585 -0.905691 -0.2 -0.1 -0.2 -0.25
C -3.425906 -2.025327 -1.785172 0.0 0.0 -0.1 0.01
C -3.104823 -2.077903 -3.129192 -0.1 0.0 0.0 -0.03
C -1.998347 -1.376540 -3.592381 0.0 0.0 0.0 -0.04
C -1.235704 -0.701940 -2.665943 -0.1 -0.3 0.3 -0.12
N -1.517294 -0.696378 -1.350667 0.2 0.2 -0.1 0.02
N -0.921999 -0.908981 1.895660 0.0 0.0 -0.1 -0.12
C 1.419281 -2.354226 1.877789 0.0 -0.1 0.1 -0.01
C 2.096376 -2.453936 0.547577 0.1 0.0 0.0 -0.25
C 3.138586 -3.357398 0.338053 0.0 -0.1 -0.1 0.00
C 3.676573 -3.518722 -0.922234 0.0 0.0 0.0 -0.04
C 3.159623 -2.772868 -1.973901 0.0 0.0 -0.1 -0.05
C 2.160929 -1.870281 -1.693519 0.0 0.0 0.1 -0.14
N 1.657145 -1.681472 -0.465161 0.0 0.1 0.1 0.01
C -0.530595 -0.213295 3.120412 0.1 0.0 0.1 -0.12
C 0.603880 0.765009 2.952825 0.0 -0.1 0.2 -0.25
C 0.947744 1.582106 4.024413 0.0 0.0 0.1 0.00
C 2.019691 2.439297 3.905345 0.0 0.1 0.1 -0.04
C 2.726009 2.460309 2.711802 0.1 0.0 -0.1 -0.04
C 2.312213 1.633470 1.691745 -0.1 0.0 0.1 -0.10
N 1.269405 0.796431 1.796526 -0.1 0.0 -0.1 0.04
H -2.630005 -2.096183 2.248146 0.1 -0.1 0.0 0.12
H -2.867675 -0.385600 2.467530 0.0 0.0 0.0 0.10
H -3.507480 0.038908 0.385499 0.1 0.0 0.0 0.09
H -4.049854 -1.592073 0.600910 0.0 0.0 0.0 0.12
H -4.303884 -2.535671 -1.411773 0.0 0.0 0.0 0.12
H -3.722952 -2.645710 -3.814724 0.0 0.0 0.0 0.12
H -1.731630 -1.365739 -4.640935 0.0 0.0 0.1 0.11
H -0.348178 -0.154903 -2.957369 0.0 0.0 0.0 0.10
H 1.680114 -3.252497 2.441436 0.0 0.0 0.0 0.12
H 1.842796 -1.525533 2.449556 0.0 0.1 0.0 0.10
H 3.499432 -3.944386 1.171406 0.0 0.0 0.0 0.12
H 4.475277 -4.230112 -1.090005 0.0 0.0 0.0 0.12
H 3.520259 -2.891464 -2.987107 0.0 0.0 0.0 0.11
H 1.730431 -1.265836 -2.481749 0.0 0.0 0.0 0.10
H -0.240355 -0.925042 3.902917 0.0 0.0 0.0 0.15
H -1.377589 0.332856 3.531499 0.0 0.0 0.0 0.11
H 0.374460 1.529989 4.942138 0.0 0.0 0.0 0.13
H 2.306790 3.080350 4.728824 0.0 0.0 0.0 0.12
H 3.580277 3.108009 2.573151 0.0 0.0 0.0 0.11
H 2.829161 1.633409 0.745322 0.1 0.0 -0.1 0.09
C -3.313797 2.373590 2.660290 0.0 0.0 0.0 -0.06
C -2.935763 2.426754 1.214794 -0.1 0.0 -0.1 -0.64
N -1.735018 2.239995 0.747996 0.2 0.1 0.0 0.11
C -1.683133 2.520953 -0.600792 0.0 -0.2 -0.1 -0.36
C -2.871336 2.818936 -1.183591 -0.1 0.1 0.0 -0.33
S -4.096092 2.850492 0.007404 0.0 0.0 0.0 1.09
C -0.385840 2.626963 -1.283756 -0.1 -0.1 0.1 -0.33
C -0.046795 3.700251 -2.033219 0.1 0.1 -0.1 -0.31
S 1.553294 3.529831 -2.599828 0.1 -0.1 -0.1 1.13
C 1.692777 2.021443 -1.795604 -0.1 0.2 -0.1 -0.62
N 0.608954 1.672668 -1.145878 0.0 -0.1 0.1 0.01
C 2.956997 1.234038 -1.868314 0.1 0.0 0.0 -0.08
H -2.443910 2.088806 3.247346 0.0 0.0 0.0 0.07
H -4.130274 1.675256 2.845471 0.0 0.0 0.0 0.09
H -3.638442 3.358484 2.999467 0.0 0.0 0.0 0.09
H -3.064596 3.045803 -2.221204 0.0 0.0 0.1 0.09
H -0.645927 4.574749 -2.230818 0.1 0.0 0.0 0.09
H 3.824711 1.883155 -1.747143 0.0 0.0 0.0 0.09
H 3.053457 0.737667 -2.835086 0.0 0.0 0.0 0.09
H 2.967452 0.472745 -1.093376 0.0 0.0 0.0 0.06
F -0.657489 -2.793565 0.519604 0.0 0.0 0.1 0.09
B -0.218570 -2.344351 1.812199 -0.2 0.0 -0.1 -0.95
F -0.738323 -3.148288 2.831130 0.0 0.0 -0.1 0.12
```
Forces are in eV/Å.

Properties
E_tot: -3244.71730 a.u.
Net charge: +1
HOMO level (spin up / spin down): -8.95 / -11.63 eV
Gap between HOMO and LUMO (spin up / spin down): 6.79 / 9.41 eV
2S+1: 3



# C27H28BN5O6RhS2

A molecular structure, C27H28BN5O6RhS2 (the ωB97M-V functional and the def2-TZVPD basis, the OMol25 dataset).

The geometry in XYZ format:
```
70
Properties=species:S:1:pos:R:3:forces:R:3:lowdin_charge:R:1
Rh -1.202454 2.594490 -0.057728 0.0 0.2 -1.2 0.66
O -2.975799 3.303356 0.517603 -0.1 0.0 0.0 -0.27
N -4.047904 2.557976 0.256697 0.0 0.0 0.1 -0.18
C -5.173832 2.872867 0.932509 0.0 0.0 0.0 -0.02
C -6.346290 2.212586 0.705961 0.1 0.0 -0.1 -0.07
C -6.352066 1.180147 -0.243234 0.0 0.0 0.0 -0.09
C -5.193243 0.859799 -0.897401 0.0 0.0 0.0 -0.09
C -3.987970 1.548045 -0.646435 -0.2 0.0 0.1 -0.63
S -2.510215 1.186280 -1.404755 0.3 -0.1 0.2 0.74
H -5.035787 3.665719 1.650849 0.0 0.0 0.0 0.14
H -7.226447 2.482454 1.269257 0.0 0.0 0.0 0.10
H -7.260199 0.627324 -0.443727 0.0 0.0 0.0 0.10
H -5.151403 0.055017 -1.617370 0.0 0.0 0.0 0.10
N 1.251418 -2.983789 -4.040338 0.0 0.0 0.0 0.09
C 1.480038 -1.807659 -3.309447 0.0 0.0 0.0 -0.34
C 0.437688 -1.165560 -2.655477 0.0 0.0 0.0 -0.02
C 0.679878 -0.032959 -1.896858 0.0 0.0 0.1 -0.08
C 1.956420 0.471232 -1.770604 0.0 0.0 -0.1 -0.27
C 3.009970 -0.173108 -2.413322 0.0 0.0 0.0 -0.06
C 2.773689 -1.299379 -3.178166 0.0 0.0 0.0 -0.05
S 2.409278 1.906794 -0.835321 0.2 0.2 0.0 0.61
O 3.073773 1.443424 0.357673 -0.1 -0.1 0.0 -0.31
O 3.193085 2.716407 -1.737516 0.0 -0.1 -0.1 -0.32
N 0.997272 2.653236 -0.492600 -0.1 0.0 -0.1 -0.14
C 1.080788 3.910966 -0.014443 0.0 -0.2 0.0 -0.48
N -0.161420 4.416658 0.235484 0.2 -0.5 0.7 0.00
C -0.271806 5.625470 0.754992 0.0 0.1 -0.1 -0.14
C 0.845181 6.403296 0.997867 0.0 -0.1 -0.1 -0.07
C 2.073106 5.798394 0.730838 0.0 0.0 0.0 -0.14
N 2.215308 4.576252 0.251973 0.0 0.1 0.0 0.14
H 0.293150 -3.099084 -4.331931 0.0 0.0 0.0 0.08
H 1.886668 -3.117625 -4.811951 0.0 0.0 0.0 0.08
H -0.572715 -1.552529 -2.720863 0.0 0.0 0.0 0.11
H -0.128676 0.453283 -1.384311 -0.2 0.1 0.1 0.01
H 4.013072 0.223346 -2.324873 0.0 0.0 0.0 0.12
H 3.597930 -1.798323 -3.676010 0.0 0.0 0.0 0.11
H -1.279602 5.962011 0.973588 0.0 0.0 0.0 0.12
H 0.771843 7.401293 1.401787 0.0 0.0 0.0 0.09
H 2.997309 6.330993 0.938004 0.0 0.0 0.0 0.10
C -0.424272 2.760131 3.118124 0.0 0.0 0.1 -0.03
C -1.472838 1.800909 2.584133 -0.2 0.0 0.2 -0.35
O -2.609671 1.836152 3.041373 0.1 0.0 0.0 0.03
H -0.438444 2.718653 4.209897 0.0 0.0 0.0 0.08
H -0.691554 3.774457 2.819411 0.0 0.0 0.0 0.06
H 0.574293 2.528948 2.745936 0.0 0.0 0.0 0.08
C 3.146101 -3.838763 -0.498029 0.0 0.0 0.0 -0.05
C 2.081327 -4.306836 0.499682 0.0 0.0 0.0 -0.56
C 1.589402 -5.684401 0.057381 0.0 0.0 0.0 -0.08
C 2.724832 -4.452009 1.886447 0.0 0.0 0.0 -0.05
C 0.946178 -3.283182 0.585250 0.0 0.0 0.0 -0.18
C -0.381794 -3.613578 0.331435 0.0 0.0 0.0 -0.04
C -1.431130 -2.697309 0.495053 0.0 0.0 0.0 0.01
C -1.105235 -1.433024 0.918875 0.0 0.0 0.0 -0.21
O -1.917301 -0.381460 1.209187 0.1 -0.1 0.0 0.13
B -1.042019 0.693931 1.523280 -0.1 0.3 0.1 -0.64
O 0.294961 0.218945 1.519696 0.1 0.1 0.0 0.15
C 0.225610 -1.079957 1.132622 0.0 0.0 0.0 -0.20
C 1.256179 -1.971582 0.981044 0.0 0.0 -0.1 0.06
H 3.976366 -4.550325 -0.525531 0.0 0.0 0.0 0.08
H 3.546168 -2.861015 -0.228723 0.0 0.0 0.0 0.08
H 2.720890 -3.761476 -1.498492 0.0 0.0 -0.1 0.07
H 2.433764 -6.377210 0.030605 0.0 0.0 0.0 0.08
H 1.152230 -5.649765 -0.942306 0.0 0.0 0.0 0.08
H 0.845381 -6.089120 0.746019 0.0 0.0 0.0 0.08
H 3.534787 -5.186165 1.853070 0.0 0.0 0.0 0.08
H 1.988063 -4.782658 2.621343 0.0 0.0 0.0 0.09
H 3.140290 -3.506155 2.233766 0.0 0.0 0.0 0.08
H -0.633935 -4.614595 0.010680 0.0 0.0 0.0 0.09
H -2.459818 -2.975975 0.308646 0.0 0.0 0.0 0.11
H 2.272178 -1.644667 1.159704 0.0 0.0 0.0 0.13
```
Forces are in eV/Å.

Properties
Relative energy (zero: lowest compared OMol25 entry of this formula, charge and spin): 23.6 kcal per mole
E_tot: -2702.83247 a.u.
Net charge: -1
HOMO level (spin up / spin down): -4.09 / -4.09 eV
Gap between HOMO and LUMO (spin up / spin down): 6.71 / 6.71 eV



# C27H28BrCl2FNO3PS

5 unconnected molecules or ions with the total composition C27H28BrCl2FNO3PS (the ωB97M-V functional and the def2-TZVPD basis, the OMol25 dataset).

The geometry in XYZ format:
```
65
Properties=species:S:1:pos:R:3:forces:R:3:lowdin_charge:R:1
C -4.007208 -0.363674 3.131161 0.4 -0.1 -0.4 -0.10
C -3.853065 -1.624558 2.040337 2.5 1.1 -2.0 -0.48
Cl -5.067478 -3.050681 2.246952 2.4 2.6 -0.6 0.53
C -2.808339 -1.592683 0.938932 -3.6 -1.1 2.8 -0.63
Cl -2.733191 -3.044799 -0.263317 0.1 2.6 1.8 0.54
N -1.902198 -0.441813 0.796973 -1.7 0.8 -0.2 -0.51
P -0.209737 -0.636275 1.081036 3.0 -2.2 2.1 0.67
O 0.062737 -0.936208 2.808390 -1.0 2.8 -2.5 -0.37
Br 0.914397 1.359459 0.738804 -1.1 -0.8 0.3 0.33
S -2.515529 1.064856 0.316179 -7.6 5.3 1.6 0.82
O -4.055707 0.910089 0.004768 6.7 -0.1 0.5 -0.33
O -2.347035 2.198016 1.399921 0.9 -5.1 -4.2 -0.37
F -1.825103 1.698226 -1.146583 -0.8 -1.9 3.0 -0.25
H -2.946076 -0.111505 3.605569 -2.2 -0.8 -1.1 0.09
H -4.340313 0.645595 2.587361 0.5 -2.5 1.0 0.09
H -4.762179 -0.652681 3.986272 1.6 0.5 -1.9 0.09
H 0.096386 -0.033368 3.241577 0.0 -1.4 -0.2 0.03
C 3.302844 2.598196 6.619821 -0.2 0.0 -0.1 -0.09
C 3.078453 2.377117 5.261299 -0.1 0.0 0.1 -0.09
C 1.777180 2.375383 4.759845 0.0 0.0 0.2 -0.10
C 0.698821 2.590602 5.618360 0.2 0.0 0.1 -0.10
C 0.922597 2.802443 6.978505 0.1 0.0 -0.1 -0.09
C 2.224118 2.807930 7.479401 0.0 0.0 -0.2 -0.09
H 4.317300 2.606164 7.009087 -0.1 0.0 -0.1 0.10
H 3.918525 2.206841 4.592589 -0.1 0.0 0.1 0.10
H 1.602915 2.206444 3.700442 0.0 0.1 0.1 0.06
H -0.314919 2.591883 5.227570 0.1 0.0 0.0 0.10
H 0.081963 2.964285 7.648798 0.1 0.0 -0.1 0.10
H 2.398484 2.975363 8.538965 0.0 0.0 -0.2 0.10
C 2.130985 -2.245043 -1.511595 0.0 -0.2 -0.2 -0.10
C 3.302726 -2.439608 -2.242332 -0.1 -0.1 0.0 -0.09
C 3.363550 -3.441571 -3.210389 -0.2 0.0 0.1 -0.09
C 2.253052 -4.252717 -3.445053 0.0 0.1 0.1 -0.11
C 1.084328 -4.064244 -2.707824 0.1 0.1 0.0 -0.09
C 1.022194 -3.059815 -1.742345 0.2 0.0 -0.1 -0.10
H 2.081699 -1.459873 -0.762067 0.0 -0.1 -0.1 0.06
H 4.169035 -1.809257 -2.057793 -0.1 -0.1 0.0 0.10
H 4.275796 -3.590674 -3.782070 -0.1 0.0 0.1 0.10
H 2.299261 -5.031716 -4.200970 0.0 0.1 0.1 0.10
H 0.220689 -4.700166 -2.886379 0.1 0.1 0.0 0.10
H 0.110580 -2.911535 -1.169559 0.1 0.0 -0.1 0.04
C -0.319582 6.522976 2.334854 -0.2 0.0 0.0 -0.10
C -0.792017 5.290257 1.885388 -0.1 0.2 0.0 -0.09
C -2.112086 5.163679 1.453922 -0.1 0.2 -0.1 -0.09
C -2.961951 6.269786 1.475960 0.3 0.1 0.1 -0.09
C -2.492173 7.500350 1.934181 0.1 -0.1 0.0 -0.10
C -1.171010 7.627894 2.362137 0.0 -0.2 -0.1 -0.10
H 0.710935 6.622867 2.664657 -0.1 0.0 0.0 0.10
H -0.130589 4.427599 1.870565 -0.1 0.1 0.0 0.08
H -2.478947 4.203605 1.100488 0.1 0.4 0.1 0.06
H -3.989696 6.172116 1.137453 0.1 0.0 0.0 0.10
H -3.156013 8.361131 1.957043 0.1 -0.1 0.0 0.10
H -0.804405 8.587476 2.716982 -0.1 -0.1 -0.1 0.10
C 0.714445 -6.382957 -8.748108 0.0 0.2 0.1 -0.10
C 1.909300 -5.668243 -8.827568 -0.1 0.0 0.1 -0.10
C 2.170260 -4.641453 -7.920722 -0.2 -0.1 0.0 -0.09
C 1.233653 -4.326040 -6.936085 0.0 -0.1 -0.1 -0.11
C 0.034705 -5.034591 -6.862422 0.1 -0.1 -0.1 -0.10
C -0.224689 -6.063914 -7.766907 0.2 0.1 0.0 -0.10
H 0.514334 -7.187396 -9.450637 0.0 0.1 0.1 0.10
H 2.638156 -5.912220 -9.596419 -0.1 0.0 0.1 0.10
H 3.103069 -4.086928 -7.980826 -0.1 -0.1 0.0 0.10
H 1.437782 -3.527870 -6.227817 0.0 -0.1 -0.1 0.09
H -0.697984 -4.785016 -6.098859 0.1 0.0 -0.1 0.10
H -1.158033 -6.617538 -7.707899 0.1 0.1 0.0 0.10
```
Forces are in eV/Å.

Properties
SMILES: C/C(Cl)=C(/Cl)N(P(O)Br)S(=O)(=O)F.c1ccccc1.c1ccccc1.c1ccccc1.c1ccccc1
E_tot: -5659.75065 a.u.
HOMO level: -9.12 eV
Gap between HOMO and LUMO: 7.07 eV